Entry 1:
Formula: C3H12N2OS
Source: the Open Molecules 2025 dataset
Level of theory: ωB97M-V/def2-TZVPD

Net charge ... 0
Energy ... -19167.6257 eV
SMILES ... NCNCCS.O

Each line ends with the Mulliken charge.
Geometry (Å):
N: -0.508 -2.760 0.071  -0.64
C: 0.170 -1.912 1.078  -0.53
N: -0.145 -0.492 0.945  -0.21
C: 0.402 0.138 -0.248  -0.35
C: 1.708 0.920 0.101  -0.62
S: 1.756 2.452 -0.915  -0.22
H: -0.171 -2.547 -0.865  0.25
H: -1.495 -2.542 -0.026  0.26
H: 1.228 -2.099 0.854  0.33
H: -0.204 -2.298 2.020  0.39
H: -0.259 0.147 1.714  0.23
H: -0.400 0.750 -0.657  0.13
H: 0.547 -0.631 -1.025  0.26
H: 2.648 0.373 0.105  0.34
H: 1.481 1.273 1.109  0.28
H: 2.336 1.883 -1.988  0.12
O: -2.853 2.564 -1.115  -0.62
H: -2.525 1.966 -0.425  0.29
H: -3.716 2.818 -0.734  0.32

---

Entry 2:
Formula: C3H12N3O
Source: the Open Molecules 2025 dataset
Level of theory: ωB97M-V/def2-TZVPD

Net charge ... 0
Energy ... -9820.5650 eV
⟨S²⟩ ... 0.75
2S+1 ... 2

Each line ends with the Mulliken charge.
Geometry (Å):
C: 1.983 1.683 0.411  -1.14
C: 0.239 0.111 1.145  0.44
N: 1.183 0.508 0.215  -0.19
N: -0.424 1.111 1.873  -0.48
N: -0.010 -1.222 1.408  -0.43
H: 1.348 0.052 -0.666  0.25
H: 1.475 2.624 0.168  0.30
H: 2.829 1.605 -0.274  0.38
H: -0.209 2.043 1.574  0.14
H: -1.355 0.988 2.234  0.17
H: 0.665 -1.942 1.230  0.19
H: -0.797 -1.520 1.947  0.13
H: 2.434 1.781 1.402  0.32
C: -1.683 -1.648 -2.209  -0.63
O: -0.714 -0.702 -1.741  -0.44
H: -1.181 0.135 -1.657  0.26
H: -2.658 -1.468 -1.801  0.27
H: -1.292 -2.628 -1.975  0.21
H: -1.833 -1.512 -3.283  0.26

---

Entry 3:
Formula: C3H12N3O
Source: the Open Molecules 2025 dataset
Level of theory: ωB97M-V/def2-TZVPD

Net charge ... +1
Energy ... -9817.2957 eV

Each line ends with the Mulliken charge.
Geometry (Å):
N: -1.485 1.233 2.090  -0.34
C: -0.922 1.999 1.145  -0.03
N: -0.398 1.567 0.056  -0.60
H: -1.754 0.281 1.905  0.19
H: -1.971 1.687 2.846  0.23
H: -0.933 3.062 1.386  0.35
H: 0.058 2.346 -0.402  0.18
H: -0.257 -0.219 -0.133  0.20
C: -0.099 -0.865 -2.085  -0.86
N: 0.100 -1.084 -0.624  0.07
C: 1.528 -1.230 -0.203  -0.42
O: 1.591 -1.474 1.154  -0.51
H: 0.541 -0.038 -2.377  0.34
H: -1.135 -0.591 -2.256  0.33
H: 0.153 -1.773 -2.619  0.38
H: -0.447 -1.875 -0.287  0.38
H: 1.958 -2.066 -0.743  0.44
H: 2.027 -0.308 -0.491  0.34
H: 1.444 -0.650 1.640  0.33

---

Entry 4:
Formula: C3H12N3O
Source: the Open Molecules 2025 dataset
Level of theory: ωB97M-V/def2-TZVPD

Net charge ... +1
Energy ... -9817.8387 eV

Each line ends with the Mulliken charge.
Geometry (Å):
C: -2.113 -0.914 -0.018  -0.54
N: -2.470 -1.343 -1.354  -0.58
C: -0.844 -0.071 -0.104  -0.58
N: -0.622 0.701 1.164  -0.23
H: -1.981 -1.721 0.714  0.34
H: -2.908 -0.266 0.359  0.41
H: -1.936 -2.163 -1.625  0.23
H: -3.436 -1.642 -1.385  0.25
H: -0.950 0.643 -0.916  0.34
H: 0.045 -0.667 -0.268  0.28
H: 0.334 1.126 1.157  0.34
H: -1.300 1.456 1.242  0.40
H: -0.683 0.097 1.982  0.36
C: 2.897 0.741 0.436  0.15
N: 3.434 0.876 -0.778  -0.31
O: 1.958 1.410 0.852  -0.72
H: 3.401 -0.017 1.048  0.37
H: 4.190 0.276 -1.059  0.24
H: 2.982 1.478 -1.447  0.24

---

Entry 5:
Formula: C3H12N3P2
Source: the Open Molecules 2025 dataset
Level of theory: ωB97M-V/def2-TZVPD

Net charge ... +1
Energy ... -26343.9580 eV
SMILES ... C[N+](C)=C(NP)[PH2]=N

Each line ends with the Mulliken charge.
Geometry (Å):
C: -1.688 -0.990 -0.182  -1.02
N: -0.920 0.187 -0.197  0.10
C: -1.760 1.316 -0.430  -1.05
C: 0.381 0.176 -0.037  0.64
N: 1.054 1.360 0.005  -0.20
P: 2.825 1.343 0.125  -0.04
P: 1.110 -1.477 0.373  0.13
N: 0.993 -2.271 -0.951  -0.58
H: -2.577 -0.917 0.400  0.42
H: -2.212 -1.243 -1.124  0.34
H: -1.072 -1.776 0.192  0.36
H: -2.263 1.540 0.667  0.36
H: -1.230 2.225 -0.819  0.37
H: -2.627 1.059 -1.078  0.35
H: 0.409 2.055 -0.090  0.13
H: 2.849 2.708 0.271  0.12
H: 2.753 0.810 1.411  0.12
H: 0.422 -1.781 1.584  0.18
H: 2.437 -1.043 0.852  0.03
H: 1.116 -3.280 -0.972  0.25

---

Entry 6:
Formula: C3H12N3S
Source: the Open Molecules 2025 dataset
Level of theory: ωB97M-V/def2-TZVPD

Net charge ... +1
Energy ... -18602.0787 eV

Each line ends with the Mulliken charge.
Geometry (Å):
C: -0.606 1.013 1.155  -1.00
C: 2.677 -0.073 -0.180  -0.85
C: 0.728 0.441 1.075  0.61
N: 0.511 0.028 -1.228  -0.81
N: 1.207 0.076 -0.072  0.48
N: -2.268 -0.770 -0.977  -0.90
S: 1.823 0.274 2.870  -0.19
H: -0.676 2.004 1.746  0.33
H: -0.933 1.166 0.046  0.41
H: -1.482 0.498 1.684  0.27
H: 3.133 -0.248 0.780  0.30
H: 2.859 -0.896 -0.954  0.28
H: 3.120 0.939 -0.441  0.36
H: 1.000 -0.520 -2.049  0.34
H: -0.481 -0.403 -1.129  0.38
H: -2.505 -1.759 -1.275  0.26
H: -2.638 -0.127 -1.733  0.29
H: -2.754 -0.534 -0.060  0.25
H: 0.794 -0.106 3.636  0.20

---

Entry 7:
Formula: C3H12N3S
Source: the Open Molecules 2025 dataset
Level of theory: ωB97M-V/def2-TZVPD

Net charge ... +1
Energy ... -18602.9941 eV

Each line ends with the Mulliken charge.
Geometry (Å):
C: -1.328 0.359 -0.709  -1.65
C: 1.193 -0.132 -0.128  -0.26
C: -0.133 0.624 0.137  0.77
N: 1.451 0.326 -1.484  -0.57
N: -0.748 -0.497 1.919  -0.65
N: 0.960 -1.643 -0.151  -0.64
S: 0.022 2.182 0.839  -0.02
H: -1.474 1.122 -1.511  0.41
H: -2.303 0.487 -0.069  0.44
H: -1.291 -0.675 -0.960  0.43
H: 1.921 0.174 0.651  0.52
H: 1.693 1.271 -1.592  0.28
H: 0.822 0.028 -2.129  0.23
H: -0.242 -0.252 2.764  0.30
H: -1.782 -0.481 2.004  0.26
H: 1.867 -2.190 -0.162  0.28
H: 0.655 -1.894 -1.129  0.29
H: -0.262 -1.415 1.485  0.38
H: -1.022 2.605 0.225  0.19

---

Entry 8:
Formula: C3H12N4
Source: the Open Molecules 2025 dataset
Level of theory: ωB97M-V/def2-TZVPD

Net charge ... 0
Energy ... -9264.6194 eV
SMILES ... CC(N)(N)C(N)N

Each line ends with the Mulliken charge.
Geometry (Å):
C: -0.035 -1.263 -1.111  -1.92
C: -0.668 -0.228 -0.172  1.21
N: -1.100 -0.940 1.010  -0.89
N: -1.715 0.529 -0.854  -0.67
C: 0.362 0.859 0.258  -0.43
N: 1.169 0.044 1.597  -0.72
N: 1.183 1.382 -0.726  -0.48
H: 0.858 -1.704 -0.671  0.31
H: -0.763 -2.056 -1.263  0.45
H: 0.209 -0.818 -2.076  0.51
H: -1.660 -0.303 1.577  0.30
H: -0.015 -0.918 1.665  0.53
H: -2.134 0.008 -1.616  0.25
H: -2.467 0.762 -0.214  0.26
H: -0.128 1.651 0.826  0.41
H: 1.531 0.725 2.253  0.22
H: 1.932 -0.542 1.274  0.21
H: 1.624 0.702 -1.331  0.21
H: 1.816 2.112 -0.425  0.24

---

Entry 9:
Formula: C3H12N4
Source: the Open Molecules 2025 dataset
Level of theory: ωB97M-V/def2-TZVPD

Net charge ... +2
Energy ... -9243.3049 eV

Each line ends with the Mulliken charge.
Geometry (Å):
C: -0.350 0.450 0.987  0.14
C: -0.559 1.999 0.962  -1.37
C: -0.220 -0.978 -2.973  -0.65
N: 0.523 0.113 1.906  0.27
N: 0.475 -0.009 -0.821  -0.29
N: 0.783 -1.105 2.467  -0.72
N: 0.126 -0.992 -1.559  0.11
H: -1.319 -0.113 0.625  0.49
H: 0.345 2.512 1.269  0.45
H: -1.329 2.140 1.689  0.36
H: -0.884 2.366 -0.023  0.45
H: -1.202 -1.561 -3.103  0.30
H: -0.041 -0.040 -3.400  0.39
H: 0.530 -1.682 -3.326  0.34
H: 1.236 0.902 2.039  0.34
H: 0.364 1.020 -1.282  0.37
H: 1.439 -1.230 3.366  0.35
H: -0.021 -1.803 2.506  0.30
H: 0.103 -1.990 -1.328  0.36

---

Entry 10:
Formula: C3H12NO
Source: the Open Molecules 2025 dataset
Level of theory: ωB97M-V/def2-TZVPD

Net charge ... +1
Energy ... -6836.1076 eV

Each line ends with the Mulliken charge.
Geometry (Å):
C: 0.500 -0.742 1.795  -1.06
C: 1.084 -0.366 0.429  -0.45
N: 0.230 0.026 -0.706  -0.21
C: 0.924 0.859 -1.732  -0.89
H: -0.321 -1.445 1.582  0.28
H: 1.163 -1.291 2.459  0.36
H: 0.024 0.181 2.128  0.31
H: 1.796 0.499 0.604  0.33
H: 1.886 -1.120 0.140  0.38
H: -0.696 0.488 -0.322  0.48
H: -0.136 -0.812 -1.177  0.41
H: 0.816 1.887 -1.322  0.36
H: 0.283 0.758 -2.633  0.35
H: 1.935 0.768 -2.116  0.35
H: -2.844 0.651 -0.254  0.31
H: -2.688 0.000 1.063  0.33
O: -2.202 0.093 0.223  -0.65

---

Entry 11:
Formula: C3H12NO
Source: the Open Molecules 2025 dataset
Level of theory: ωB97M-V/def2-TZVPD

Net charge ... +1
Energy ... -6836.8646 eV

Each line ends with the Mulliken charge.
Geometry (Å):
C: 1.705 -0.613 0.937  -1.11
C: 0.888 0.664 0.806  -0.25
N: -0.137 0.540 -0.271  -0.23
C: -0.472 1.837 -0.941  -0.92
H: 2.440 -0.721 0.141  0.36
H: 2.244 -0.605 1.879  0.36
H: 1.086 -1.513 0.944  0.25
H: 0.399 0.938 1.731  0.33
H: 1.572 1.432 0.457  0.28
H: -1.028 0.135 0.046  0.42
H: 0.083 -0.146 -1.008  0.39
H: 0.454 2.258 -1.314  0.36
H: -0.891 2.527 -0.215  0.38
H: -1.228 1.647 -1.691  0.37
H: -2.400 -2.474 -0.442  0.34
H: -1.173 -2.220 0.379  0.31
O: -1.587 -1.952 -0.452  -0.64

---

Entry 12:
Formula: C3H12NO2
Source: the Open Molecules 2025 dataset
Level of theory: ωB97M-V/def2-TZVPD

Net charge ... +1
Energy ... -8884.4298 eV

Each line ends with the Mulliken charge.
Geometry (Å):
C: 1.059 0.661 -0.305  -0.94
C: 0.756 -0.852 -0.403  0.51
C: 1.343 -1.570 0.784  -1.41
O: -0.630 -1.038 -0.575  -0.56
N: 0.010 1.414 -1.067  -0.15
H: 1.062 1.068 0.705  0.35
H: 2.061 0.860 -0.668  0.42
H: 1.226 -1.196 -1.329  0.32
H: 2.303 -1.193 1.099  0.38
H: 1.374 -2.651 0.646  0.35
H: 0.715 -1.456 1.675  0.38
H: -1.097 -1.127 0.263  0.34
H: -0.145 0.943 -1.955  0.37
H: 0.230 2.406 -1.094  0.36
H: -0.833 1.314 -0.511  0.28
H: -2.667 1.652 1.344  0.28
H: -1.965 0.514 2.102  0.30
O: -1.996 0.965 1.250  -0.59